# 1
Molecular formula: C13H16Cl4IMnN4O4
Method: DFT, ωB97M-V/def2-TZVPD

The expectation value of S² is 8.811. The largest force on an atom comes out at 1.15 eV Å⁻¹. The LUMO energy (alpha / beta) comes out at 2.43 / 2.43 eV. Its HOMO energy (alpha / beta) is -0.14722 / -0.15170 hartree. The calculation puts the energy above the lowest of the compared OMol25 structures with the same formula, charge and spin at 0.0 kcal per mole. The calculation puts the total energy at -117406.5310 eV.

```
! wB97M-V def2-TZVPD RIJCOSX def2/J DEFGRID3
* xyz -1 6
Mn -0.37848 -0.66883 2.33346
N -1.75716 1.29035 1.77140
C -0.98053 2.41653 1.27436
C -1.34842 2.88661 -0.14918
C -1.34487 1.74142 -1.18578
C -0.37928 2.01445 -2.33355
N 1.01311 2.00938 -1.86884
C 1.64243 0.90677 -1.44380
N 1.22919 -0.29969 -1.85327
N 2.74239 1.03718 -0.66619
C 0.53793 2.09359 1.26658
O 1.30983 3.02501 0.93218
O 0.89011 0.90887 1.49385
H -2.06011 0.66971 1.02376
H -2.57246 1.56918 2.29920
H -1.08913 3.24622 1.97863
H -0.57934 3.61778 -0.40558
H -2.30797 3.40794 -0.16131
H -2.34757 1.56120 -1.57562
H -1.04865 0.78767 -0.73820
H -0.55667 3.00163 -2.76323
H -0.48421 1.28765 -3.14116
H 1.39263 2.88089 -1.52971
H 0.38638 -0.39218 -2.39369
H 1.43467 -1.11562 -1.29043
H 2.58065 1.75008 0.06959
H 3.01981 0.16894 -0.22399
Cl -0.39513 -4.18060 -3.59944
C -0.02455 -3.65916 -1.99020
C 0.99764 -4.24474 -1.27053
Cl 1.91783 -5.53868 -1.96552
C 1.30532 -3.78303 0.02095
Cl 2.60353 -4.49567 0.92068
C 0.59800 -2.74357 0.63022
O 0.85535 -2.27149 1.80320
C -0.48291 -2.13590 -0.11923
O -1.09148 -1.12246 0.41359
C -0.74786 -2.60691 -1.40485
Cl -1.96670 -1.75023 -2.32690
I -2.38146 -1.63227 3.87302
C 0.02039 -0.48866 4.35515
H 0.33618 -1.36769 4.92427
H -0.48844 0.21833 5.01614
*
```

Charges computed using Löwdin, reported in e:
1. Mn 0.431
2. N 0.033
3. C -0.280
4. C -0.136
5. C -0.176
6. C -0.162
7. N 0.096
8. C -0.420
9. N 0.249
10. N 0.187
11. C -0.623
12. O -0.051
13. O -0.070
14. H 0.055
15. H 0.082
16. H 0.146
17. H 0.097
18. H 0.108
19. H 0.114
20. H 0.071
21. H 0.123
22. H 0.108
23. H 0.143
24. H 0.072
25. H 0.115
26. H 0.090
27. H 0.121
28. Cl 0.613
29. C -0.748
30. C -0.736
31. Cl 0.614
32. C -0.628
33. Cl 0.656
34. C -0.431
35. O -0.173
36. C -0.434
37. O -0.228
38. C -0.628
39. Cl 0.664
40. I 0.324
41. C -0.233
42. H -0.071
43. H -0.084



# 2
Molecular formula: C33H24MoN2OP2S2
Method: DFT, ωB97M-V/def2-TZVPD

The largest force on an atom comes out at 2.33 eV Å⁻¹. The LUMO energy (alpha / beta) comes out at -9.26 / -9.85 eV. Its HOMO energy (alpha / beta) is -0.48827 / -0.48827 hartree. The calculation puts the total energy at -81724.1835 eV.

```
! wB97M-V def2-TZVPD RIJCOSX def2/J DEFGRID3
* xyz 2 1
Mo 3.13509 -0.69647 -0.59707
S 3.34436 -0.47952 1.78919
C 4.19337 0.99406 1.85786
C 4.96512 1.28160 3.00457
C 5.60483 2.48500 3.10573
C 6.39503 2.75876 4.26729
N 7.02464 2.97012 5.19830
C 5.48508 3.46130 2.06378
C 4.72861 3.20666 0.94798
C 4.07522 1.97084 0.81651
S 3.08162 1.69395 -0.55088
C 6.15504 4.71932 2.17394
N 6.68834 5.72814 2.25558
H 5.05336 0.55116 3.79514
H 4.64149 3.95177 0.17109
O 4.81024 -0.69391 -0.72365
C -0.93798 0.00915 -1.28457
P 0.57319 -0.74348 -0.60368
C 1.21624 -1.90428 -1.85507
C 1.09332 -1.59424 -3.22476
C 1.56128 -2.47672 -4.17357
C 2.19602 -3.66146 -3.78806
C 2.38198 -3.95639 -2.44720
C 1.90376 -3.08307 -1.48018
C -0.06793 -1.79815 0.73953
C -0.82121 -2.92563 0.40452
C -1.37855 -3.71133 1.39028
C -1.19303 -3.38782 2.72897
C -0.44843 -2.27223 3.07312
C 0.11535 -1.48725 2.08159
P -1.85109 0.97181 0.02252
C -2.60486 2.25481 -1.02431
C -2.34537 3.58549 -0.71818
C -2.90584 4.60153 -1.47753
C -3.72530 4.29129 -2.55006
C -3.98964 2.96329 -2.86224
C -3.43463 1.95167 -2.10219
C -3.29261 -0.07592 0.40114
C -3.65613 -1.24163 -0.26338
C -4.79589 -1.94086 0.10135
C -5.58944 -1.48040 1.13836
C -5.23635 -0.31656 1.80781
C -4.09642 0.37430 1.44400
H -1.51636 -0.75925 -1.80321
H -0.63229 0.73656 -2.04267
H 0.62451 -0.67549 -3.55032
H 1.43852 -2.24607 -5.22156
H 2.55627 -4.34675 -4.54172
H 2.88225 -4.86633 -2.15068
H 2.02921 -3.34234 -0.42849
H -0.98185 -3.19518 -0.63297
H -1.96650 -4.57483 1.11595
H -1.63351 -4.00279 3.50010
H -0.31054 -2.00730 4.11086
H 0.66369 -0.60364 2.37193
H -1.71161 3.83641 0.12279
H -2.70600 5.63323 -1.22730
H -4.16635 5.08232 -3.13906
H -4.63936 2.71989 -3.69055
H -3.67307 0.92116 -2.34210
H -3.07301 -1.62965 -1.08913
H -5.06768 -2.84174 -0.43116
H -6.48070 -2.02135 1.42143
H -5.84994 0.05359 2.61589
H -3.83753 1.28080 1.97840
*
```

Charges computed using Löwdin, reported in e:
1. Mo 1.072
2. S 0.817
3. C -0.604
4. C -0.017
5. C -0.122
6. C -0.133
7. N 0.251
8. C -0.120
9. C -0.019
10. C -0.609
11. S 0.785
12. C -0.135
13. N 0.251
14. H 0.140
15. H 0.140
16. O -0.420
17. C -0.494
18. P 0.892
19. C -0.474
20. C -0.061
21. C -0.013
22. C 0.000
23. C -0.027
24. C -0.132
25. C -0.400
26. C -0.103
27. C -0.042
28. C -0.027
29. C -0.043
30. C -0.132
31. P 1.024
32. C -0.409
33. C -0.109
34. C -0.069
35. C -0.058
36. C -0.063
37. C -0.090
38. C -0.394
39. C -0.118
40. C -0.071
41. C -0.060
42. C -0.060
43. C -0.100
44. H 0.056
45. H 0.058
46. H 0.117
47. H 0.131
48. H 0.132
49. H 0.131
50. H 0.117
51. H 0.116
52. H 0.123
53. H 0.123
54. H 0.121
55. H 0.065
56. H 0.094
57. H 0.111
58. H 0.114
59. H 0.113
60. H 0.106
61. H 0.080
62. H 0.111
63. H 0.114
64. H 0.114
65. H 0.107



# 3
Molecular formula: C5H8N2
Method: DFT, ωB97M-V/def2-TZVPD

The largest force on an atom comes out at 0.61 eV Å⁻¹. The LUMO energy comes out at 0.91 eV. Its HOMO energy is -0.28543 hartree. The calculation puts the energy above the lowest of the compared OMol25 structures with the same formula, charge and spin at 100.3 kcal per mole. The calculation puts the total energy at -8290.6490 eV.

```
! wB97M-V def2-TZVPD RIJCOSX def2/J DEFGRID3
* xyz 0 1
C -2.83865 -0.40974 -0.04685
N -1.45112 0.03791 0.24132
C -0.50346 -0.29561 -0.87183
C 0.70734 0.16921 -0.75934
C 2.77896 0.06622 0.58788
C 1.78554 0.74898 -0.30874
N -1.13386 0.61313 1.25734
H -3.16437 -0.01100 -1.01217
H -3.44995 -0.02046 0.76538
H -2.87288 -1.50322 -0.07076
H -0.90390 -0.88857 -1.68876
H 3.79317 0.14120 0.18314
H 2.52474 -0.98832 0.71902
H 2.77046 0.54702 1.57241
H 1.95797 1.79324 -0.56803
*
```

Charges computed using Löwdin, reported in e:
1. C -0.056
2. N -0.362
3. C -0.078
4. C -0.051
5. C -0.094
6. C -0.144
7. N 0.108
8. H 0.080
9. H 0.076
10. H 0.083
11. H 0.097
12. H 0.072
13. H 0.078
14. H 0.080
15. H 0.112



# 4
Molecular formula: C2H2NPS
Method: DFT, ωB97M-V/def2-TZVPD

The largest force on an atom comes out at 1.54 eV Å⁻¹. The LUMO energy (alpha / beta) comes out at -1.13 / -1.14 eV. Its HOMO energy (alpha / beta) is -0.28783 / -0.28761 hartree. The calculation puts the energy above the lowest of the compared OMol25 structures with the same formula, charge and spin at 47.5 kcal per mole. The calculation puts the total energy at -23718.2903 eV.

```
! wB97M-V def2-TZVPD RIJCOSX def2/J DEFGRID3
* xyz 0 1
C -0.13310 -0.51577 0.00268
C -0.81630 0.70334 -0.00475
N 1.14824 -0.69459 0.00534
P 2.63238 -0.91196 -0.00258
S -0.20045 2.23529 0.00048
H -0.73308 -1.41874 0.01215
H -1.89770 0.60243 -0.01333
*
```

Charges computed using Löwdin, reported in e:
1. C -0.361
2. C -0.694
3. N -0.519
4. P 0.861
5. S 0.563
6. H 0.111
7. H 0.039



# 5
Molecular formula: CH2IN
Method: DFT, ωB97M-V/def2-TZVPD

The largest force on an atom comes out at 2.28 eV Å⁻¹. The LUMO energy comes out at 0.61 eV. Its HOMO energy is -0.36619 hartree. The calculation puts the energy above the lowest of the compared OMol25 structures with the same formula, charge and spin at 15.0 kcal per mole. The calculation puts the total energy at -10658.5181 eV.

```
! wB97M-V def2-TZVPD RIJCOSX def2/J DEFGRID3
* xyz 0 1
C -1.35692 -0.54334 0.72113
N -1.26803 0.31014 -0.03683
I 2.45752 -0.71347 0.50368
H 1.44031 -0.13168 -0.57127
H -1.27287 1.07835 -0.61672
*
```

Charges computed using Löwdin, reported in e:
1. C -0.091
2. N 0.049
3. I 0.388
4. H -0.390
5. H 0.044